No. 1
ORCA calculation (ωB97M-V/def2-TZVPD) on C19H24N4O in the gas phase.

Geometry as XYZ:
```
48
Properties=species:S:1:pos:R:3:forces:R:3
C 1.43716 -5.43755 5.39692 0.01 -0.04 -0.04
C 1.43636 -4.46895 4.25358 0.02 -0.01 0.02
C 2.38114 -4.57527 3.23916 -0.22 0.10 0.14
C 2.39717 -3.70012 2.17088 0.14 0.00 -0.18
C 1.45041 -2.68323 2.09741 0.02 -0.25 0.25
C 0.49946 -2.56812 3.10778 0.07 0.03 -0.13
C 0.49577 -3.45143 4.16997 0.08 -0.05 -0.04
H -0.25011 -3.34506 4.94468 -0.06 0.01 0.08
H -0.24092 -1.78039 3.06147 -0.07 0.08 -0.01
N 1.40181 -1.75781 1.04822 -0.37 0.20 0.21
C 2.22531 -1.62946 -0.02598 -0.03 0.53 -0.47
O 3.17088 -2.34738 -0.26438 0.22 -0.26 0.01
C 1.83180 -0.48250 -0.95678 0.12 -0.21 0.00
C 1.59866 0.85774 -0.22940 -0.17 0.04 0.00
H 2.00337 0.82335 0.78401 0.02 0.06 -0.01
H 2.13080 1.64710 -0.76237 0.01 0.02 0.04
C 0.12119 1.24479 -0.18047 0.21 0.21 0.32
N -0.41760 1.31681 -1.51590 0.19 -0.21 0.10
C -1.21728 2.33069 -1.89795 -0.37 0.39 -0.10
N -1.57230 3.22620 -0.96796 0.06 -0.02 0.25
C -2.36390 4.21492 -1.35298 -0.08 0.00 -0.27
C -2.81550 4.31553 -2.66480 0.09 -0.12 0.02
C -2.39665 3.33546 -3.55906 -0.10 0.25 0.21
N -1.59876 2.34929 -3.18058 0.17 -0.24 -0.17
C -2.82453 3.34836 -4.99271 0.01 -0.01 0.02
H -2.53386 4.28633 -5.46241 -0.02 0.06 -0.08
H -2.36093 2.52007 -5.52005 0.00 -0.02 -0.04
H -3.90754 3.25831 -5.05970 -0.07 0.01 -0.06
H -3.46255 5.11975 -2.97528 -0.08 0.09 -0.04
C -2.75060 5.21836 -0.31226 0.01 -0.02 -0.02
H -3.83454 5.27701 -0.23202 -0.07 0.06 0.03
H -2.37839 6.20362 -0.58846 -0.01 0.09 0.02
H -2.33115 4.93229 0.64770 0.00 0.01 0.04
C 0.01956 0.33369 -2.48461 -0.09 -0.32 -0.29
H 0.77926 0.77004 -3.14656 -0.06 -0.07 -0.07
C 0.59016 -0.88267 -1.76892 0.09 0.24 -0.14
H -0.17534 -1.31204 -1.11935 -0.03 -0.04 0.00
H 0.86339 -1.64249 -2.50132 -0.05 -0.02 0.02
H -0.83807 0.06002 -3.10490 0.20 -0.01 0.01
H -0.00627 2.22909 0.27462 0.03 -0.27 0.04
H -0.46064 0.52799 0.41752 0.01 0.07 0.08
H 2.67008 -0.37061 -1.65049 -0.07 -0.10 0.13
H 0.65319 -1.08388 1.12917 0.15 -0.07 -0.09
H 3.13677 -3.79550 1.39424 0.02 0.01 -0.03
H 3.12147 -5.36070 3.28651 0.10 -0.08 -0.01
H 0.72123 -5.14160 6.15955 -0.03 -0.03 0.09
H 2.42633 -5.49461 5.84836 0.03 -0.04 0.09
H 1.17466 -6.43543 5.04591 -0.02 -0.09 0.07
```
Forces are in eV/Å.

Results
SMILES = Cc1ccc(NC(=O)C2CCN(c3nc(C)cc(C)n3)CC2)cc1
Charge = 0
Kohn-Sham gap = 8.86 eV
DFT total energy = -1032.7342 Ha
HOMO = -8.161 eV

These are the Mulliken partial charges, in e, on atoms 1 to 8: atom 1 (C): -1.371, atom 2 (C): 0.823, atom 3 (C): -0.673, atom 4 (C): -0.531, atom 5 (C): 0.894, atom 6 (C): -0.581, atom 7 (C): -0.936, atom 8 (H): 0.288



No. 2
ORCA calculation (ωB97M-V/def2-TZVPD) on C19H24N4O3 in the gas phase.

Geometry as XYZ:
```
50
Properties=species:S:1:pos:R:3:forces:R:3
C -0.32841 1.76136 -7.47518 0.00 0.00 0.00
C -1.06274 2.31709 -6.28487 0.00 0.00 0.00
C -2.24549 3.03486 -6.45091 0.00 0.00 0.00
C -2.92792 3.52993 -5.35249 0.00 0.00 0.00
C -2.43934 3.31454 -4.07036 0.00 0.00 0.00
C -1.26215 2.60294 -3.88000 -0.09 0.04 0.05
C -0.72544 2.32744 -2.49921 0.10 -0.03 -0.03
C -1.04628 0.90636 -2.02141 0.05 -0.04 -0.10
C 0.00647 0.36431 -1.07261 -0.05 0.04 0.09
O 1.19621 0.58090 -1.22026 0.00 0.00 0.00
N -0.45503 -0.41994 -0.06337 0.00 0.01 -0.01
C 0.44938 -1.02247 0.88780 -0.01 -0.01 0.00
C -0.25139 -2.08430 1.72916 0.01 0.00 0.00
N 0.56196 -2.13708 2.93657 -0.01 0.00 -0.01
C 0.19562 -2.99899 3.91021 0.00 0.00 0.01
O -0.80575 -3.69816 3.81144 0.00 0.00 0.00
C 1.02259 -3.12142 5.12390 0.00 0.00 -0.01
C 0.73316 -3.81381 6.22798 0.00 0.00 0.01
N 1.81039 -3.69039 7.07948 -0.01 -0.01 0.00
C 2.78679 -2.91670 6.49107 0.01 0.00 0.00
N 3.90114 -2.60631 6.99221 0.00 0.00 0.00
O 2.29202 -2.55975 5.26026 -0.01 0.00 0.00
C 1.57068 -1.06770 2.97485 0.00 0.01 0.00
C 1.06255 -0.07192 1.93311 -0.01 0.00 -0.01
C 0.03958 0.88976 2.52416 0.00 0.00 0.00
C -0.58712 2.11392 -4.99597 0.00 0.00 0.00
H 0.71743 1.56787 -7.23900 0.00 0.00 0.00
H -0.77476 0.81912 -7.80051 0.00 0.00 0.00
H -0.36666 2.45012 -8.31932 0.00 0.00 0.00
H -2.62745 3.21139 -7.44975 0.00 0.00 0.00
H -3.84264 4.09169 -5.49403 0.00 0.00 0.00
H -2.97160 3.71045 -3.21301 0.00 0.00 0.00
H 0.36042 2.43183 -2.50499 0.00 0.00 0.00
H -1.11826 3.05721 -1.78869 0.00 0.00 0.00
H -2.04545 0.84607 -1.58479 0.00 0.00 0.00
H -1.04048 0.23211 -2.88291 0.00 0.00 0.00
H -1.44692 -0.51147 0.07232 0.00 -0.01 0.01
H 1.26885 -1.47595 0.32611 0.00 0.00 0.00
H -1.27980 -1.79629 1.97454 0.00 0.00 0.00
H -0.29615 -3.05938 1.24509 0.00 0.00 0.00
H -0.15034 -4.38201 6.45375 0.00 0.00 -0.01
H 1.91731 -4.08627 7.99444 0.01 0.00 0.00
H 4.44394 -2.02992 6.35940 0.00 0.00 0.00
H 1.63543 -0.62601 3.96625 0.00 0.00 0.00
H 2.55584 -1.45820 2.71044 0.00 0.00 0.00
H 1.88610 0.48766 1.49141 0.00 0.00 0.00
H -0.79029 0.35474 2.99337 0.00 0.00 0.00
H 0.50424 1.51453 3.28761 0.00 0.00 0.00
H -0.37079 1.54853 1.75857 0.00 0.00 0.00
H 0.34055 1.56771 -4.85186 0.00 0.00 0.00
```
Forces are in eV/Å.

Results
SMILES = [H]/N=c1/[nH]cc(C(=O)N2C[C@H](C)[C@H](NC(=O)CCc3cccc(C)c3)C2)o1
Charge = 0
Kohn-Sham gap = 8.88 eV
DFT total energy = -1183.2034 Ha
HOMO = -8.314 eV

These are the Mulliken partial charges, in e, on atoms 1 to 8: atom 1 (C): -1.454, atom 2 (C): 0.680, atom 3 (C): -0.557, atom 4 (C): -0.613, atom 5 (C): -0.607, atom 6 (C): 0.369, atom 7 (C): -1.186, atom 8 (C): -0.241



No. 3
ORCA calculation (ωB97M-V/def2-TZVPD) on C19H24N5NiS as an isolated structure.

Geometry as XYZ:
```
50
Properties=species:S:1:pos:R:3:forces:R:3
Ni -0.40891 -0.86322 -1.23627 -0.06 0.75 0.38
N -1.47804 -2.57935 -5.05584 0.02 0.06 0.00
C -1.09493 -2.19651 -3.79899 0.00 -0.23 0.10
S -0.88361 -0.52556 -3.47927 0.12 -0.08 0.54
N -0.89833 -3.20510 -2.95999 -0.06 0.16 -0.14
N -0.51727 -2.76926 -1.74020 0.06 0.40 0.05
C -0.15399 -3.63825 -0.86638 0.03 0.06 0.18
C 0.27524 -3.12368 0.42935 -0.05 -0.13 -0.10
C 0.56025 -3.95497 1.50994 -0.01 0.00 -0.04
C 0.96010 -3.38481 2.70478 0.00 0.01 0.00
C 1.05649 -2.00383 2.79164 -0.01 -0.03 -0.04
C 0.74838 -1.24320 1.67329 0.02 0.17 0.04
N 0.37805 -1.78445 0.51603 -0.19 0.18 -0.34
H -1.87888 -1.86193 -5.63274 -0.02 -0.02 -0.02
H -1.84648 -3.51293 -5.13925 0.01 0.03 0.00
H -0.16176 -4.70184 -1.08780 -0.01 0.04 -0.01
H 0.46026 -5.02738 1.40021 0.00 0.01 0.00
H 1.18952 -4.00932 3.55952 0.00 0.00 -0.01
H 1.36554 -1.51057 3.70280 -0.01 0.00 -0.02
H 0.80557 -0.16119 1.69831 -0.02 0.02 -0.03
C 2.63346 0.20557 -1.26214 -0.03 0.01 0.02
C 2.18729 1.66185 -1.07506 -0.07 -0.06 0.03
C 1.51155 2.20889 -2.33381 -0.05 0.00 -0.03
C 1.37139 1.93413 0.17925 0.16 0.06 0.17
C 2.00578 2.59923 1.21676 0.08 -0.02 -0.02
C 1.36154 3.00057 2.38114 0.07 0.02 0.00
C -0.00927 2.76557 2.45899 -0.11 0.00 -0.02
C -0.71184 2.10635 1.47072 0.00 0.10 0.09
C -2.19858 1.87639 1.66635 0.03 -0.03 -0.04
C -3.04835 2.41533 0.51233 0.00 0.01 -0.02
C -2.53567 0.40761 1.94975 -0.02 -0.04 -0.01
C -0.02487 1.57938 0.30815 0.10 -0.33 -0.28
N -0.69801 0.82605 -0.53970 -0.20 -1.41 -0.63
H 3.32860 0.12826 -2.10347 0.04 0.01 -0.01
H 1.79736 -0.46700 -1.47341 0.06 0.12 0.00
H 3.13769 -0.15859 -0.36325 0.01 -0.01 0.01
H 3.11081 2.23657 -0.93694 0.02 0.00 -0.02
H 0.52823 1.76120 -2.47246 0.03 0.01 0.04
H 2.11412 1.99840 -3.22141 0.03 0.00 -0.02
H 1.38082 3.29039 -2.25065 0.00 0.00 0.00
H 3.06133 2.82946 1.09367 0.05 0.02 0.01
H 1.89197 3.51887 3.16942 0.01 0.01 0.01
H -0.56006 3.10726 3.33213 -0.01 0.01 0.03
H -2.47230 2.44663 2.56252 -0.01 0.00 0.02
H -2.81180 1.88631 -0.41046 0.03 -0.01 0.03
H -2.85273 3.47863 0.35650 0.00 0.02 0.01
H -4.11303 2.29021 0.73182 -0.03 0.01 0.02
H -2.27375 -0.21281 1.09216 0.00 0.06 0.01
H -3.60512 0.29032 2.15067 -0.03 0.00 0.02
H -1.98377 0.04634 2.82128 0.00 0.00 0.03
```
Forces are in eV/Å.

Results
Charge = -1
Kohn-Sham gap (alpha / beta) = 4.77 / 4.82 eV
DFT total energy = -2918.7058 Ha
HOMO (alpha / beta) = -2.355 / -2.393 eV

These are the Mulliken partial charges, in e, on atoms 1 to 8: atom 1 (Ni): -0.592, atom 2 (N): -0.423, atom 3 (C): 0.523, atom 4 (S): -0.562, atom 5 (N): -1.311, atom 6 (N): 1.052, atom 7 (C): -0.600, atom 8 (C): 0.694



No. 4
ORCA calculation (ωB97M-V/def2-TZVPD) on C19H24N5O4Pb as an isolated structure.

Geometry as XYZ:
```
53
Properties=species:S:1:pos:R:3:forces:R:3
Pb -0.05061 -0.44288 -0.49940 -0.40 -0.49 -0.02
N -0.49865 1.72793 0.87898 -0.03 0.00 0.05
C -1.93089 1.89718 1.14888 0.06 -0.13 -0.10
C -2.72477 0.58209 1.18431 0.04 0.03 -0.01
O -3.80707 0.59000 1.78999 0.07 -0.03 -0.07
N -2.18083 -0.41856 0.49687 0.08 -0.08 0.09
C -2.94023 -1.65186 0.41227 0.10 0.17 0.05
C -2.12542 -2.87105 -0.04437 0.08 0.00 0.09
O -2.76154 -3.91586 -0.22799 0.13 0.03 0.10
O -0.86361 -2.72652 -0.23118 -0.20 0.12 0.05
H 0.02686 1.61885 1.73857 0.01 0.06 -0.02
H -0.12276 2.50764 0.35133 0.00 -0.01 -0.01
H -2.36385 2.48682 0.33719 0.02 0.05 0.03
H -2.12480 2.43224 2.07883 -0.02 0.00 0.06
H -3.76586 -1.55068 -0.29973 -0.07 -0.01 0.00
H -3.40660 -1.90027 1.36864 -0.01 -0.02 0.04
C 2.60544 -0.53593 2.07861 -0.10 0.07 -0.10
N 2.28061 -0.12753 0.72335 0.07 0.13 0.00
C 3.22696 0.21294 -0.07877 0.05 -0.01 -0.13
C 3.08980 0.64322 -1.44069 -0.18 -0.02 0.08
C 4.15339 0.84419 -2.33600 0.06 -0.01 0.03
C 3.57930 1.17610 -3.56145 -0.09 0.01 0.00
C 2.19020 1.16505 -3.34587 0.21 -0.11 0.08
N 1.88225 0.84505 -2.07956 0.22 0.32 0.00
C 1.83726 0.33141 3.04876 0.01 -0.10 0.10
C 2.27732 1.61615 3.35209 0.01 0.04 0.02
C 1.52156 2.44653 4.16779 -0.02 -0.02 0.00
C 0.31152 2.00005 4.68776 0.01 -0.02 -0.04
C -0.13499 0.71944 4.39193 0.01 -0.01 -0.02
C 0.62870 -0.11055 3.57941 0.00 0.01 -0.05
H 3.68427 -0.48056 2.27620 0.02 0.03 -0.01
H 2.28645 -1.57268 2.21462 0.06 -0.04 0.02
H 4.26522 0.15610 0.27711 0.02 0.01 -0.01
H 5.20598 0.73895 -2.10862 -0.04 0.00 0.00
H 4.08778 1.40485 -4.48606 0.00 -0.01 0.01
H 1.40742 1.37665 -4.06418 0.03 0.02 0.03
H 3.21046 1.97418 2.92851 -0.04 -0.02 0.01
H 1.86869 3.44828 4.38989 0.00 -0.01 0.00
H -0.28798 2.65209 5.31017 0.01 0.00 0.00
H -1.08419 0.36897 4.77702 0.00 0.01 -0.02
H 0.26637 -1.10162 3.32303 0.01 0.04 0.03
O -0.45963 2.73620 -1.94248 -0.03 -0.03 0.07
H -1.20161 2.12103 -1.97052 -0.01 0.00 -0.16
H 0.32636 2.16431 -2.03268 0.08 0.01 0.01
C -3.04979 -3.55565 -3.32850 0.04 0.14 -0.01
C -1.96194 -2.79508 -4.09947 -0.01 -0.06 0.09
C -1.66064 -1.49649 -3.49400 -0.16 -0.16 0.10
N -1.45449 -0.49762 -2.96717 -0.10 0.15 -0.22
H -3.17980 -4.54356 -3.77060 0.00 0.02 -0.02
H -4.00015 -3.02323 -3.38112 0.01 -0.01 -0.02
H -2.78695 -3.67704 -2.27550 -0.02 -0.09 -0.15
H -2.25678 -2.62088 -5.13445 0.03 0.02 -0.06
H -1.03374 -3.36843 -4.11178 0.02 0.02 0.01
```
Forces are in eV/Å.

Results
Charge = -1
Kohn-Sham gap = 7.68 eV
DFT total energy = -1506.1353 Ha
HOMO = -4.878 eV

These are the Mulliken partial charges, in e, on atoms 1 to 8: atom 1 (Pb): 1.229, atom 2 (N): -0.224, atom 3 (C): -0.585, atom 4 (C): 0.422, atom 5 (O): -0.785, atom 6 (N): -0.078, atom 7 (C): -0.494, atom 8 (C): 0.443